Record 1
52
Properties=species:S:1:pos:R:3:nbo_charge:R:1 method="wB97M-V/def2-TZVPD" multiplicity=3 homo_ev="-3.5 / -6.3" s_squared=2.0225 homo_lumo_gap_ev="5.87 / 8.67" total_charge=-1
Br 1.017 -2.035 -3.373 0.208
V -1.735 -1.066 -1.809 1.163
P 0.473 -0.843 -0.387 0.919
F 3.572 -0.966 -4.521 -0.292
F 5.176 1.408 -0.826 -0.298
F 3.051 0.723 0.594 -0.304
F 5.446 0.589 -3.396 -0.289
O -3.589 -0.882 1.994 -0.668
O -2.497 -1.546 0.138 -0.753
O -4.228 4.117 0.644 -0.664
O -2.150 -2.341 -2.733 -0.796
O -1.069 0.546 -2.958 -0.749
O -1.117 2.757 -3.389 -0.667
N -2.416 0.777 -0.837 -0.502
C 0.358 1.789 0.488 -0.144
C 3.086 0.315 -0.683 0.334
C -1.424 1.759 -2.748 0.749
C -3.612 3.016 0.125 0.337
C 0.417 -4.637 1.065 -0.214
C 2.253 -0.891 -2.551 -0.120
C 0.121 -3.468 0.373 -0.178
C 0.917 -2.340 0.545 -0.274
C 2.063 -0.440 -1.238 -0.401
C -3.084 -0.693 0.895 0.751
C 2.008 -2.389 1.413 -0.224
C -2.299 1.910 -1.509 0.131
C -3.712 1.823 0.834 -0.277
C 2.301 -3.554 2.100 -0.214
C 4.216 0.674 -1.397 0.300
C -0.200 0.133 2.142 -0.201
C -3.095 0.711 0.299 0.134
C -0.567 1.144 3.022 -0.201
C -2.898 3.072 -1.071 -0.312
C 1.504 -4.681 1.924 -0.203
C 0.272 0.450 0.874 -0.362
C -0.462 2.471 2.642 -0.214
C 0.002 2.793 1.371 -0.229
C 3.381 -0.543 -3.270 0.305
C 4.360 0.252 -2.701 0.276
H -0.736 -3.428 -0.289 0.254
H -2.782 3.981 -1.649 0.234
H -4.250 1.752 1.769 0.249
H -4.081 4.860 0.050 0.477
H 0.688 2.047 -0.514 0.214
H 3.147 -3.587 2.776 0.207
H 1.731 -5.592 2.465 0.206
H -0.209 -5.510 0.933 0.215
H -0.315 -0.903 2.434 0.233
H 0.069 3.828 1.060 0.211
H -0.758 3.258 3.325 0.208
H -0.959 0.886 3.997 0.216
H 2.618 -1.506 1.562 0.219



Record 2
48
Properties=species:S:1:pos:R:3:nbo_charge:R:1 method="wB97M-V/def2-TZVPD" homo_ev="-16.6 / -16.6" homo_lumo_gap_ev="4.27 / 4.45" total_charge=+3
Ta 0.046 -0.246 0.726 2.657
I -4.985 0.526 0.412 0.314
Cl 5.258 -2.861 5.343 0.161
Cl -4.956 -4.975 -1.156 0.159
O -1.828 -0.256 0.307 -0.700
O 0.704 -1.247 2.092 -0.677
N -0.571 -2.466 -0.237 -0.547
N 2.316 0.382 0.736 -0.621
N 0.194 1.661 -0.349 -0.684
C 1.626 3.355 -1.363 -0.115
C -0.771 3.551 -1.474 -0.257
C 3.022 -1.112 2.527 -0.175
C 1.447 2.152 -0.621 0.249
C 2.934 3.770 -1.702 -0.107
C 0.132 -3.536 -0.552 0.104
C -0.478 -4.708 -1.007 -0.246
C 3.854 1.861 -0.555 -0.137
C 0.475 4.067 -1.758 0.022
C -1.855 -4.786 -1.057 -0.025
C 1.539 -2.358 4.029 -0.153
C -3.995 -1.266 -0.044 -0.121
C -0.869 2.347 -0.787 0.130
C 1.709 -1.574 2.872 0.263
C 2.620 -2.729 4.798 -0.144
C 2.594 1.449 -0.140 0.051
C -2.626 -3.672 -0.682 -0.133
C 4.111 -1.566 3.281 -0.119
C -4.703 -2.421 -0.379 -0.242
C -4.060 -3.608 -0.697 0.030
C 3.238 -0.141 1.494 0.259
C -2.594 -1.280 0.012 0.159
C 4.014 2.999 -1.355 -0.169
C 3.923 -2.363 4.414 -0.030
C -1.921 -2.506 -0.291 0.208
H 0.132 -5.540 -1.320 0.274
H 5.115 -1.280 3.002 0.258
H 1.210 -3.468 -0.460 0.227
H 4.748 1.313 -0.295 0.242
H 5.003 3.273 -1.693 0.268
H 4.260 0.229 1.401 0.232
H -1.840 1.913 -0.579 0.248
H 3.055 4.683 -2.266 0.261
H 0.584 5.012 -2.272 0.267
H -2.336 -5.696 -1.380 0.273
H -5.784 -2.384 -0.407 0.278
H -1.672 4.065 -1.771 0.280
H 2.483 -3.306 5.700 0.276
H 0.537 -2.648 4.319 0.253



Record 3
51
Properties=species:S:1:pos:R:3:nbo_charge:R:1 method="wB97M-V/def2-TZVPD" homo_ev="-7.5 / -7.4" homo_lumo_gap_ev="6.03 / 5.99" total_charge=0
W 0.311 -0.157 0.589 1.434
Cl 1.405 -6.104 -2.488 0.026
Cl -1.407 -6.497 -1.109 0.025
S -0.687 -0.492 -1.540 -0.037
O -0.148 1.755 0.198 -0.786
O -2.467 -2.776 2.153 -0.574
O 3.740 -1.909 -0.890 -0.575
O -0.653 3.847 -0.236 -0.621
N 1.649 -1.597 0.067 -0.662
N 2.262 0.727 0.934 -0.488
N -0.563 -1.906 1.151 -0.643
N -0.763 0.304 2.418 -0.488
C -0.191 -3.013 0.364 0.105
C -1.868 0.694 -3.612 -0.261
C -2.990 1.035 3.926 -0.116
C -1.772 3.286 -2.679 -0.141
C 1.064 -2.837 -0.251 0.202
C 4.582 2.093 0.214 -0.116
C -0.658 2.682 -0.577 0.810
C -2.339 3.027 -3.909 -0.234
C -1.242 2.261 -1.888 -0.244
C 2.512 1.961 1.391 0.113
C 3.648 2.670 1.062 -0.245
C -1.797 -0.546 2.604 0.148
C -2.386 1.719 -4.377 -0.179
C 3.203 0.153 0.152 0.147
C -0.828 1.494 3.029 0.113
C -1.908 1.894 3.786 -0.245
C -1.291 0.947 -2.364 -0.026
C 0.788 -4.926 -1.387 -0.071
C -0.943 -4.146 0.100 -0.232
C -1.669 -1.888 1.945 0.647
C 1.551 -3.797 -1.123 -0.247
C -0.450 -5.100 -0.780 -0.055
C 4.355 0.804 -0.237 -0.209
C 2.912 -1.248 -0.302 0.644
C -2.921 -0.212 3.331 -0.209
H 0.003 2.163 2.872 0.207
H -1.908 -4.278 0.559 0.265
H -1.910 2.876 4.236 0.237
H -3.712 -0.945 3.404 0.259
H 1.754 2.408 2.014 0.207
H 3.781 3.671 1.446 0.237
H 5.461 2.644 -0.095 0.231
H -1.898 -0.329 -3.965 0.223
H 5.039 0.278 -0.887 0.259
H 2.505 -3.661 -1.605 0.264
H -2.827 1.500 -5.341 0.216
H -3.868 1.340 4.479 0.231
H -1.719 4.290 -2.283 0.240
H -2.742 3.838 -4.500 0.215



Record 4
56
Properties=species:S:1:pos:R:3:nbo_charge:R:1 method="wB97M-V/def2-TZVPD" multiplicity=5 homo_ev="-12.1 / -12.1" s_squared=6.0086 homo_lumo_gap_ev="8.56 / 8.37" total_charge=+1
Ge -1.891 -3.285 -1.965 1.470
Fe 0.359 0.073 0.896 1.528
Cl -0.932 -1.624 -2.953 -0.370
Cl 0.449 0.406 3.590 2.528
Cl -0.752 -4.938 -2.684 -0.367
Cl -3.835 -3.689 -2.635 -0.337
S 1.351 -4.092 -0.335 0.559
S -1.642 6.341 -2.722 0.970
O 0.504 -0.571 4.632 -0.758
O 0.282 1.711 4.100 -0.759
O -0.714 0.090 2.656 -0.925
O 1.545 0.320 2.654 -0.897
N -2.566 5.156 -2.163 -0.579
N 1.136 1.932 0.127 -0.574
N -0.157 5.786 -2.349 -0.573
N -1.472 0.956 -0.021 -0.534
N 1.167 -1.573 0.177 -0.645
C -1.766 4.242 -1.612 0.111
C -0.880 -2.831 0.766 -0.177
C -3.479 2.470 -1.075 -0.091
C 4.955 -2.556 -1.048 -0.189
C -3.425 -3.101 1.830 -0.167
C 2.706 3.688 0.044 -0.239
C 1.838 4.458 -0.676 -0.092
C -2.320 -2.751 2.669 -0.165
C -1.097 -2.625 2.101 -0.177
C 3.486 -0.797 -0.419 -0.237
C 4.674 -1.220 -0.875 -0.181
C -1.161 2.128 -0.566 0.195
C 2.510 -1.777 -0.185 0.189
C -2.177 2.936 -1.117 -0.078
C 0.484 -2.685 0.204 0.120
C 0.600 3.906 -1.006 -0.104
C -3.749 1.225 -0.570 -0.225
C -3.240 -3.250 0.503 -0.244
C 0.254 2.654 -0.543 0.254
C 2.764 -3.151 -0.488 -0.269
C -1.951 -3.144 -0.057 -0.408
C -0.379 4.655 -1.715 0.118
C 2.320 2.416 0.444 0.076
C 4.020 -3.540 -0.991 -0.185
C -2.732 0.511 -0.001 0.083
H -3.990 -3.707 -0.114 0.246
H -2.964 -0.475 0.351 0.216
H 4.199 -4.635 -1.296 0.247
H 5.954 -2.891 -1.324 0.233
H -4.229 3.102 -1.480 0.245
H 5.501 -0.572 -1.007 0.229
H 3.720 4.132 0.241 0.253
H -2.363 -2.524 3.746 0.249
H -0.205 -2.396 2.732 0.240
H 2.975 1.751 1.077 0.232
H 2.104 5.451 -1.105 0.261
H 3.314 0.267 -0.232 0.220
H -4.732 0.853 -0.534 0.239
H -4.368 -3.215 2.324 0.235



Number 1: M 661.2 g/mol. Number 2: M 767.2 g/mol. Number 3: M 721.2 g/mol. Number 4: M 782.8 g/mol.